[1]
The following is a quantum chemistry calculation of an isolated molecule of C7H4F5NO2 at a distorted geometry, from OMol25.

SMILES: C=C=C(F)C(F)(F)/C=C(F)\C(F)=[N+](/[O-])O
relative energy (zero: lowest compared OMol25 entry of this formula, charge and spin): 14.2 kcal/mol
DFT total energy: -973.4230 Eh
HOMO energy (alpha / beta): -9.41 / -9.41 eV
gap between HOMO and LUMO (alpha / beta): 9.0 / 9.0 eV

Geometry as ORCA input:
```
! RIJCOSX wB97M-V def2-TZVPD def2/J DEFGRID3
* xyz 0 1
C -2.817 0.044 -0.752
C -0.228 -0.870 0.685
C -1.940 0.643 -1.567
C -1.452 -1.296 0.726
C -2.638 -0.358 0.711
C -0.523 0.940 -1.140
C 1.041 -0.793 0.891
N -0.197 1.911 -0.369
O -0.902 2.707 0.197
O 1.227 2.056 -0.296
F -2.058 0.825 -2.901
F -1.714 -2.666 0.663
F -2.376 0.689 1.563
F -3.716 -0.937 1.227
F 0.480 0.403 -1.879
H -3.728 -0.219 -1.184
H 1.758 2.066 -1.089
H 1.708 -0.614 0.203
H 1.535 -0.778 1.969
*
```



[2]
The following is a quantum chemistry calculation of a structure of composition C7H4F5NO5PdTe at a distorted geometry, from OMol25.

DFT total energy: -1595.3134 Eh
HOMO energy (alpha / beta): -9.92 / -10.42 eV
⟨S²⟩: 2.004
gap between HOMO and LUMO (alpha / beta): 8.4 / 7.7 eV

Geometry as ORCA input:
```
! RIJCOSX wB97M-V def2-TZVPD def2/J DEFGRID3
* xyz 0 3
Pd 0.124 0.599 -1.371
O -2.760 2.932 1.110
C -1.865 2.179 0.484
O -1.653 2.241 -0.708
C -1.137 1.248 1.392
C -1.337 1.132 2.753
C -0.552 0.209 3.440
C 0.386 -0.549 2.764
C 0.527 -0.370 1.392
N -0.233 0.508 0.753
C 1.522 -1.169 0.548
O 2.130 -2.064 1.090
O 1.594 -0.794 -0.683
H -3.194 3.505 0.458
H -2.074 1.735 3.263
H -0.681 0.091 4.508
H 1.014 -1.278 3.256
F -0.169 -1.962 -4.539
Te 1.247 -1.381 -3.468
F 2.994 -1.225 -2.841
F 2.104 -1.413 -5.114
F -0.312 -1.439 -2.158
F 1.436 -3.140 -2.955
O 0.889 0.407 -3.374
*
```



[3]
The following is a quantum chemistry calculation of a structure of composition C7H4N7O at a distorted geometry, from OMol25.

DFT total energy: -727.5134 Eh
HOMO energy (alpha / beta): -5.29 / -5.29 eV
gap between HOMO and LUMO (alpha / beta): 8.0 / 8.0 eV

Geometry as ORCA input:
```
! RIJCOSX wB97M-V def2-TZVPD def2/J DEFGRID3
* xyz -1 1
C -0.319 0.776 -0.594
C 0.437 -0.408 -0.473
C -1.363 1.100 0.244
C 0.177 -1.289 0.518
C -1.495 0.367 1.322
C -0.742 -0.840 1.503
C -0.688 -4.044 1.684
N -1.475 -4.106 0.637
N -2.334 0.415 2.439
N 0.351 -4.839 1.697
N -0.889 -5.063 -0.017
N 0.161 -5.467 0.595
N -2.240 -0.660 3.121
N -1.289 -1.431 2.592
O -0.886 -2.546 3.165
H -0.083 1.359 -1.418
H 1.154 -0.829 -1.144
H -2.063 1.942 0.053
H 0.794 -2.269 0.549
*
```